Here is a cluster of 11 separate species, C44H121N11O11 in total in a non-equilibrium geometry from the OMol25 dataset. Energies are from wB97M-V/def2-TZVPD.

Positions of all 187 atoms, in Å:
C: -1.0409 -2.6786 2.3264
O: 0.3572 -2.6438 2.1955
C: 0.8223 -3.0769 0.9639
C: 2.3294 -2.8371 0.8949
C: 2.7583 -1.3904 1.1425
N: 2.9309 -3.4581 -0.2707
H: -1.3836 -3.6980 2.1111
H: -1.4780 -2.0418 1.5488
H: -1.3839 -2.3199 3.2899
H: 0.5957 -4.1350 0.7733
H: 0.4129 -2.4983 0.1187
H: 2.7647 -3.3694 1.7474
H: 2.6334 -0.6777 0.3203
H: 3.8193 -1.4032 1.4072
H: 2.2237 -0.9533 1.9916
H: 3.8811 -3.7578 -0.0741
H: 3.0717 -2.7886 -1.0267
C: -4.5739 -0.3533 -8.7003
O: -3.6463 0.4703 -8.0477
C: -3.2228 0.0001 -6.7892
C: -2.3222 1.0105 -6.1014
C: -1.8050 0.5109 -4.7715
N: -3.2005 2.1740 -5.8008
H: -4.2359 -1.3939 -8.7756
H: -4.6607 0.0698 -9.7015
H: -5.5775 -0.3502 -8.2542
H: -4.1224 -0.3084 -6.2460
H: -2.5696 -0.8844 -6.9014
H: -1.5490 1.2494 -6.8460
H: -2.5942 0.0733 -4.1599
H: -1.4146 1.3730 -4.2212
H: -0.9765 -0.2041 -4.7648
H: -3.7221 2.3469 -6.6615
H: -2.6975 3.0384 -5.6205
C: -3.0234 5.0331 3.7962
O: -2.4826 6.1015 3.0427
C: -1.8202 5.6975 1.8536
C: -0.3894 6.2083 1.8843
C: 0.3165 5.7576 0.5886
N: 0.3389 5.5603 2.9681
H: -3.3821 5.3918 4.7576
H: -2.2054 4.3231 3.9841
H: -3.8230 4.4646 3.3068
H: -1.8652 4.6349 1.5882
H: -2.3454 6.1684 1.0082
H: -0.4118 7.3014 1.9712
H: 1.3751 5.9287 0.7763
H: -0.1146 6.1451 -0.3362
H: 0.1408 4.6841 0.4597
H: 1.3303 5.7206 2.9842
H: -0.1184 5.6989 3.8581
C: -1.9586 -3.6816 -4.8019
O: -0.8897 -2.9046 -4.3323
C: 0.2759 -3.1036 -5.1057
C: 1.4399 -2.3901 -4.4303
C: 2.7648 -2.7884 -5.0567
N: 1.5737 -2.7087 -3.0090
H: -1.6929 -4.7461 -4.7208
H: -2.3359 -3.3849 -5.7790
H: -2.7534 -3.6523 -4.0496
H: 0.4763 -4.1768 -5.2310
H: 0.0897 -2.7191 -6.1172
H: 1.2491 -1.3332 -4.6115
H: 3.0151 -3.8438 -4.9718
H: 3.5011 -2.0931 -4.6508
H: 2.8621 -2.5425 -6.1214
H: 1.7697 -3.7003 -2.8612
H: 0.6092 -2.6766 -2.6563
C: 3.2254 3.8647 -0.6446
O: 4.1803 3.0071 -1.2526
C: 3.7310 2.3518 -2.4337
C: 4.8096 1.2883 -2.6484
C: 4.5848 0.3052 -3.7954
N: 5.0085 0.4161 -1.4621
H: 3.6760 4.1442 0.3045
H: 2.2958 3.3000 -0.5106
H: 3.0399 4.7508 -1.2606
H: 2.7678 1.8686 -2.2358
H: 3.7650 3.0860 -3.2436
H: 5.7874 1.7801 -2.7177
H: 5.2883 -0.5143 -3.8381
H: 4.4349 0.8624 -4.7269
H: 3.5711 -0.0775 -3.5999
H: 4.2943 -0.3153 -1.3810
H: 4.8632 0.8924 -0.5731
C: 1.6760 1.2659 -5.2893
O: 2.2487 0.3178 -6.1504
C: 1.9374 0.5026 -7.5123
C: 2.3227 -0.7190 -8.3327
C: 3.8110 -0.9572 -8.5826
N: 1.6176 -0.5904 -9.6857
H: 0.7609 1.7206 -5.6939
H: 2.3553 2.1308 -5.2183
H: 1.4598 0.9450 -4.2722
H: 0.8425 0.5340 -7.6502
H: 2.2951 1.4827 -7.8729
H: 1.8269 -1.5471 -7.8198
H: 3.9790 -1.9128 -9.0805
H: 4.3436 -0.9926 -7.6240
H: 4.2323 -0.1551 -9.1883
H: 1.9972 0.2651 -10.0796
H: 1.9660 -1.4182 -10.1531
C: -1.6701 -3.2894 6.3334
O: -1.0210 -1.9970 6.3911
C: -1.8323 -0.9028 5.9964
C: -1.0427 0.3717 6.2676
C: -1.0425 0.8909 7.6967
N: -1.5674 1.4063 5.3372
H: -1.9145 -3.6335 5.3227
H: -2.5555 -3.1957 6.9735
H: -0.9052 -3.9241 6.7843
H: -1.9456 -1.0388 4.9141
H: -2.8184 -0.7988 6.4678
H: -0.0110 0.1293 5.9798
H: -1.8533 1.6056 7.8352
H: -0.0515 1.2325 7.9875
H: -1.2433 0.0742 8.4007
H: -1.1966 1.1687 4.4189
H: -1.0540 2.2611 5.5518
C: 6.1170 1.3549 2.6616
O: 6.5707 1.7722 1.4250
C: 7.9208 1.5357 1.0525
C: 8.2391 0.0621 0.7722
C: 9.7663 -0.1135 0.8702
N: 7.8312 -0.4338 -0.5884
H: 6.4323 0.3383 2.9117
H: 5.0238 1.2938 2.6460
H: 6.3532 2.0836 3.4429
H: 8.1939 2.1632 0.2094
H: 8.4533 1.7357 2.0020
H: 7.7804 -0.6237 1.4865
H: 10.2729 0.5137 0.1385
H: 10.0312 -1.1651 0.9059
H: 10.0463 0.2909 1.8502
H: 6.8806 -0.1416 -0.9365
H: 8.3648 0.1779 -1.2234
C: -4.3018 1.8541 5.9136
O: -4.4878 2.0234 7.2945
C: -5.6285 1.3274 7.7694
C: -5.2188 -0.0136 8.3469
C: -6.3645 -0.8200 8.9696
N: -4.2257 0.2368 9.4224
H: -5.0866 2.4305 5.4171
H: -4.2811 0.8176 5.5750
H: -3.3505 2.2952 5.6188
H: -6.0694 1.9131 8.5775
H: -6.3399 1.1179 6.9615
H: -4.6442 -0.6435 7.6493
H: -6.0593 -1.8687 8.8893
H: -7.2682 -0.8288 8.3529
H: -6.5603 -0.5350 9.9974
H: -3.9149 -0.6036 9.8835
H: -3.4613 0.7747 9.0316
C: -4.7562 -3.5924 -0.7429
O: -3.8846 -3.9478 0.2827
C: -4.4433 -4.6610 1.3397
C: -5.3989 -3.8137 2.1755
C: -4.6594 -2.6140 2.7563
N: -6.1239 -4.5249 3.2138
H: -5.5985 -2.9714 -0.4240
H: -5.1876 -4.4753 -1.2387
H: -4.2139 -3.0729 -1.5305
H: -4.9898 -5.5592 0.9975
H: -3.7459 -5.1610 2.0244
H: -6.1457 -3.3500 1.5196
H: -4.2734 -1.9422 1.9934
H: -3.9862 -2.9494 3.5525
H: -5.3341 -1.9223 3.2815
H: -5.5207 -4.6453 4.0276
H: -6.4223 -5.4663 2.9815
C: 0.1499 -0.0470 -1.6702
O: -0.3322 -0.1367 -0.3721
C: -0.1343 1.0468 0.3911
C: -0.6350 0.9067 1.8100
C: -2.1282 0.7067 1.8112
N: -0.2448 2.1013 2.5724
H: -0.2729 0.8393 -2.1444
H: -0.1218 -0.9558 -2.2178
H: 1.2426 -0.1476 -1.7864
H: 0.9658 1.1664 0.3805
H: -0.4884 1.9379 -0.1515
H: -0.1132 0.0927 2.3166
H: -2.6192 0.6129 2.7816
H: -2.5533 -0.0404 1.1329
H: -2.6891 1.5448 1.3576
H: -0.3203 2.9449 2.0000
H: 0.7542 2.0636 2.7668

highest occupied orbital energy	-8.567	eV
frontier orbital gap	9.027	eV
structure (SMILES)	COC[C@H](C)N.COC[C@H](C)N.COC[C@H](C)N.COC[C@H](C)N.COC[C@H](C)N.COC[C@H](C)N.COC[C@H](C)N.COC[C@H](C)N.COC[C@H](C)N.COC[C@H](C)N.COC[C@H](C)N
2S+1	1
energy above the lowest of the compared OMol25 structures with the same formula, charge and spin	315.0	kJ/mol